Here is a structure of composition C8H24AgO8 at a distorted geometry from the Open Molecules 2025 dataset. Energies are from ωB97M-V/def2-TZVPD.

Cartesian coordinates (Å):
Ag 0.60 -0.41 -0.75
C 2.68 1.61 0.24
C 1.48 1.93 1.15
O 0.29 1.69 0.42
O 2.86 0.18 -0.04
H 3.57 2.00 0.73
H 2.59 2.19 -0.67
H 1.43 3.01 1.34
H 1.50 1.39 2.09
H -0.29 2.45 0.56
H 3.74 0.14 -0.43
C -0.05 1.66 -3.53
C -1.32 2.16 -2.82
O -2.16 1.04 -2.48
O 0.99 1.30 -2.67
H 0.40 2.31 -4.28
H -0.21 0.73 -4.09
H -1.86 2.87 -3.44
H -1.06 2.81 -1.98
H -2.56 0.76 -3.31
H 1.28 2.18 -2.42
C 2.31 -2.00 2.91
C 1.61 -2.66 1.63
O 0.56 -1.78 1.28
O 1.66 -2.21 4.13
H 2.41 -0.91 2.88
H 3.32 -2.33 3.15
H 1.29 -3.69 1.82
H 2.33 -2.86 0.84
H -0.02 -1.83 2.04
H 2.02 -1.55 4.74
C -2.62 -1.98 -0.19
C -3.46 -1.08 0.76
O -4.43 -0.41 -0.02
O -1.71 -1.24 -1.02
H -3.25 -2.54 -0.88
H -2.02 -2.71 0.36
H -2.89 -0.31 1.29
H -3.90 -1.69 1.54
H -4.89 0.27 0.48
H -2.19 -0.49 -1.38

Calculated values
- total energy (eV) = -29058.1331
- energy relative to the best compared isomer or geometry (same formula, charge and spin) (eV) = 0.314
- max |F| (eV/A) = 2.73
- orbital gap (spin up / spin down) (eV) = 3.2 / 8.9
- HOMO energy (spin up / spin down) (eV) = -2.57 / -8.49
- charge = 0
- 2S+1 = 2
- ⟨S²⟩ = 0.75

Löwdin population analysis, charges in e, atoms 1 to 8: atom 1 (Ag): 0.584, atom 2 (C): -0.248, atom 3 (C): -0.254, atom 4 (O): -0.147, atom 5 (O): -0.165, atom 6 (H): 0.108, atom 7 (H): 0.094, atom 8 (H): 0.112